# 1
Formula: C16H16ClN3O3
Source: OMol25
Level of theory: wB97M-V/def2-TZVPD

Calculated values
Energy above the lowest of the compared OMol25 structures with the same formula, charge and spin (kJ/mol): 0.0
Highest occupied orbital energy (eV): -8.65
E_LUMO (eV): 0.4616
Kohn-Sham gap (eV): 9.11
SMILES: O=C(COc1ccccc1Cl)NCCNC(=O)c1ccccn1
Molecular weight (g mol⁻¹): 333.77

```
39
Properties=species:S:1:pos:R:3:lowdin_charge:R:1
O -3.35547 0.50723 -0.68586 0.065
C -2.76157 0.70268 0.35231 -0.477
C -2.24545 2.08681 0.76666 -0.086
O -1.09029 1.99486 1.56759 -0.093
C 0.10569 1.67832 0.98568 -0.291
C 0.43530 1.87699 -0.34836 -0.002
C 1.71819 1.61044 -0.79555 -0.090
C 2.68033 1.12140 0.06764 -0.094
C 2.35708 0.87684 1.39120 -0.099
C 1.08165 1.15293 1.83960 -0.590
Cl 0.65381 0.84479 3.48189 0.727
N -2.52806 -0.23340 1.28967 0.083
C -2.86435 -1.62123 1.10299 -0.151
C -1.62553 -2.47221 0.81190 -0.150
N -0.94819 -2.01601 -0.37311 0.080
C 0.37608 -1.78210 -0.41680 -0.441
O 1.13524 -1.94982 0.52062 0.064
C 0.84083 -1.31832 -1.76182 -0.206
C 2.19983 -1.29622 -2.05667 -0.017
C 2.59509 -0.85718 -3.30861 -0.060
C 1.62220 -0.45192 -4.20954 -0.059
C 0.29174 -0.52039 -3.81870 -0.130
N -0.09348 -0.94750 -2.63150 0.121
H -2.10728 2.71004 -0.12088 0.126
H -3.00139 2.55884 1.40260 0.144
H -0.30004 2.24113 -1.04761 0.114
H 1.95875 1.78936 -1.83285 0.107
H 3.67847 0.91792 -0.28641 0.108
H 3.08293 0.46377 2.07261 0.112
H -1.95166 0.01537 2.08212 0.131
H -3.36653 -2.00019 1.99748 0.123
H -3.55355 -1.66333 0.25508 0.121
H -1.93207 -3.51893 0.69593 0.124
H -0.90306 -2.40706 1.63154 0.121
H -1.48573 -1.76826 -1.19381 0.127
H 2.90232 -1.62223 -1.30674 0.119
H 3.64107 -0.82927 -3.57817 0.109
H 1.88596 -0.09616 -5.19350 0.102
H -0.50604 -0.22266 -4.48665 0.109
```

---

# 2
Formula: C25H31F5FeN4O4Te
Source: OMol25
Level of theory: wB97M-V/def2-TZVPD

Calculated values
Energy above the lowest of the compared OMol25 structures with the same formula, charge and spin (kJ/mol): 178.0
Highest occupied orbital energy (spin up / spin down) (eV): -7.99 / -8.13
E_LUMO (spin up / spin down) (eV): -2.3178 / -0.8553
Kohn-Sham gap (spin up / spin down) (eV): 5.67 / 7.28
2S+1: 5
Molecular weight (g mol⁻¹): 729.98

```
71
Properties=species:S:1:pos:R:3:lowdin_charge:R:1
Fe 0.01156 0.27893 0.60719 0.953
C 6.06475 -1.50451 2.47243 -0.053
C 4.71200 -1.25393 1.87963 -0.270
C 3.72946 -2.23839 1.88309 0.025
C 2.55441 -2.09277 1.16324 -0.130
C 1.38923 -2.93346 1.26916 -0.016
N 0.79681 -3.47065 0.24896 0.095
C 1.44625 -3.81539 -0.99551 -0.132
C 1.11375 -3.00584 -2.25454 -0.136
C -0.38091 -2.92609 -2.56428 -0.149
N -0.87678 -1.57932 -2.40807 0.069
C -2.15604 -1.29841 -2.48403 0.015
C -2.76354 -0.10188 -2.08777 -0.104
C -4.14090 0.05141 -2.36421 0.018
C -4.85740 1.14074 -1.94540 -0.263
C -6.31600 1.28540 -2.24998 -0.050
C -4.18618 2.11535 -1.19491 0.039
C -2.85034 2.01515 -0.87130 -0.110
C -2.22063 3.09481 -0.13805 -0.089
N -0.97229 3.11301 0.00191 0.014
C -0.23440 4.15814 0.61213 -0.209
C 1.16404 4.20281 -0.03322 -0.139
C 1.42951 2.99978 -0.95567 -0.209
N 1.66408 1.73646 -0.30611 0.022
C 2.81464 1.48957 0.17324 -0.085
C 3.18454 0.19304 0.66586 -0.110
C 4.38468 -0.01977 1.33344 0.025
C 2.29699 -0.89370 0.40467 -0.326
O 1.32874 -0.79486 -0.41529 -0.136
C -2.06244 0.90045 -1.31890 -0.243
O -0.81542 0.76823 -1.05145 -0.145
H 6.17871 -2.55369 2.72923 0.073
H 6.22206 -0.90905 3.36998 0.082
H 6.84144 -1.23867 1.75710 0.081
H 3.90179 -3.16314 2.41528 0.125
H 0.93150 -3.08730 2.24204 0.137
H -0.17686 -3.76558 0.41169 0.104
H 1.18622 -4.86397 -1.17892 0.137
H 2.52578 -3.74873 -0.83444 0.132
H 1.64674 -3.48743 -3.07551 0.118
H 1.50632 -1.99718 -2.14037 0.101
H -0.94315 -3.59348 -1.90129 0.132
H -0.57428 -3.24171 -3.59542 0.128
H -0.29158 -0.90014 -1.92242 0.110
H -2.79523 -2.08037 -2.88206 0.153
H -4.62969 -0.72931 -2.93040 0.120
H -6.62617 0.57635 -3.01332 0.075
H -6.54065 2.29218 -2.59576 0.078
H -6.90126 1.10176 -1.35018 0.086
H -4.73469 2.98841 -0.86944 0.125
H -2.88875 3.88448 0.23938 0.134
H -0.13010 3.91166 1.66886 0.102
H -0.74523 5.13221 0.53405 0.120
H 1.93198 4.24183 0.73839 0.104
H 1.24980 5.10259 -0.64476 0.104
H 2.29459 3.25079 -1.58486 0.118
H 0.55375 2.84466 -1.58606 0.105
H 3.59178 2.26267 0.23557 0.141
H 5.07172 0.80967 1.42693 0.125
F -3.31531 -1.71368 1.37384 -0.494
Te -1.52426 -1.44262 2.19069 2.054
F -1.52394 -3.58864 1.48723 -0.589
F -1.96589 0.35963 1.36767 -0.412
F -2.66223 -0.31180 3.58780 -0.583
F -1.14802 -1.53879 0.16386 -0.439
O 0.35822 -0.76110 1.93564 -0.635
C -0.24354 1.67371 3.06396 -0.200
O 0.28079 1.67956 1.80849 -0.277
H -0.26070 0.65139 3.47815 0.057
H -1.27768 2.04250 3.07233 0.092
H 0.37384 2.29599 3.73079 0.102
```

---

# 3
Formula: C15H23N3OS
Source: OMol25
Level of theory: wB97M-V/def2-TZVPD

Calculated values
Energy above the lowest of the compared OMol25 structures with the same formula, charge and spin (kJ/mol): 1666.8
Highest occupied orbital energy (eV): -6.56
E_LUMO (eV): 0.5201
Kohn-Sham gap (eV): 7.08
Molecular weight (g mol⁻¹): 293.44

```
43
Properties=species:S:1:pos:R:3:lowdin_charge:R:1
O -0.76400 -2.52449 0.89660 0.069
C -0.37930 -1.39192 0.51289 -0.499
N -1.28226 -0.29915 0.42061 0.203
H -1.09483 0.50266 0.15001 0.001
C -2.83346 -0.77903 0.50995 -0.114
C -3.68947 -0.62030 -0.60726 -0.184
C -3.76866 0.75902 -1.05214 -0.261
C -4.30334 1.86466 -0.31810 -0.208
C -3.52802 1.84520 1.00362 -0.190
C -3.37750 0.35942 1.66245 -0.031
H -4.48306 0.28944 1.96609 0.131
H -2.90578 0.48649 2.47131 0.009
H -3.90816 2.30609 1.71962 0.002
H -2.44404 2.27844 0.94328 0.139
H -4.31607 2.84126 -0.72913 0.103
H -5.38138 1.51150 0.14126 0.173
H -4.23882 0.73484 -2.08141 0.137
H -2.70849 1.16345 -1.39982 0.154
H -4.54891 -0.77296 -0.54166 0.031
H -3.20164 -1.16325 -1.26162 0.102
H -2.98256 -1.61969 0.98073 0.076
C 0.76640 -0.84885 0.29909 -0.296
C 1.01474 -0.88329 -1.32768 -0.029
H 0.84095 -1.98331 -1.53237 0.131
C 2.38706 -0.27503 -2.04561 0.122
N 3.48624 -0.75246 -0.82838 -0.080
C 4.13515 0.03654 -0.27574 -0.610
N 4.20196 1.59366 -0.75820 0.034
C 4.95783 2.16374 0.08670 -0.431
C 5.71911 1.55164 1.06318 -0.503
S 5.20258 0.04297 1.06095 1.023
H 6.37976 1.95983 1.54495 -0.046
H 5.18955 3.26880 -0.29276 0.145
C 3.13874 -2.13504 -0.12927 -0.041
H 4.00794 -2.33103 0.48797 0.100
C 1.96405 -1.67020 0.82717 -0.079
H 1.49238 -2.84529 0.77194 0.170
H 2.20657 -1.45484 2.03047 0.181
H 2.99456 -2.74661 -0.83859 0.038
H 2.24832 0.77054 -1.79582 0.104
H 2.76376 -0.94059 -2.61334 0.038
H 0.09544 -0.33890 -1.62342 0.103
H 0.94667 0.04603 0.50149 0.084
```

---

# 4
Formula: C25H40Br2F5IO2
Source: OMol25
Level of theory: wB97M-V/def2-TZVPD

Calculated values
Highest occupied orbital energy (eV): -9.32
E_LUMO (eV): 0.3133
Kohn-Sham gap (eV): 9.63
SMILES: CCCCCCCCCCCCCCC[C@@](CCCC(F)(F)C(F)(F)F)(OC(=O)I)/C(Br)=C(/C)Br
Molecular weight (g mol⁻¹): 754.30

```
75
Properties=species:S:1:pos:R:3:lowdin_charge:R:1
C -5.40052 -0.58975 0.03729 -0.106
C -6.12398 -1.35379 -1.08216 -0.262
C -5.27292 -1.48607 -2.34799 -0.216
C -4.07325 -2.44241 -2.17879 -0.205
C -2.70567 -1.74319 -2.22505 -0.207
C -2.24106 -1.36130 -3.64452 -0.194
C -2.27363 0.13778 -3.99576 -0.197
C -1.69528 1.08496 -2.92440 -0.229
C -2.66687 2.18536 -2.48677 -0.211
C -2.25524 2.89754 -1.19297 -0.212
C -0.96350 3.72871 -1.26593 -0.202
C 0.35929 3.02629 -0.90419 -0.219
C 0.31500 2.30514 0.45233 -0.203
C 1.67548 2.18904 1.18905 -0.193
C 2.14981 0.77418 1.61649 -0.179
C 3.61088 0.41320 1.30275 -0.423
C 3.96323 -1.04202 1.71467 -0.115
C 2.85313 -2.11070 1.71306 -0.160
C 2.18348 -2.28453 3.08204 -0.073
C 1.26981 -3.49220 3.09402 -0.442
F 1.97860 -4.63974 2.91963 0.121
F 0.36926 -3.42304 2.07271 0.118
C 0.45520 -3.64809 4.39965 -0.579
F -0.54524 -2.77082 4.42098 0.176
F 1.22786 -3.41881 5.46210 0.170
F -0.05071 -4.86726 4.51138 0.186
O 3.85551 0.65443 -0.13354 -0.093
C 3.74045 -0.34932 -1.00068 -0.975
O 4.61823 -0.96741 -1.43010 0.050
I 1.82554 -0.61856 -1.90231 0.980
C 4.62736 1.34011 2.02037 -0.588
Br 4.00919 2.35823 3.50063 0.896
C 5.93907 1.45016 1.80130 -0.734
C 6.87589 2.35212 2.56486 -0.188
Br 6.83687 0.43440 0.48415 0.886
H -4.78378 -1.24602 0.65900 0.071
H -6.10807 -0.07777 0.69558 0.067
H -4.73597 0.17945 -0.37405 0.057
H -6.37688 -2.35957 -0.73058 0.104
H -7.05308 -0.82891 -1.32461 0.100
H -5.89786 -1.79039 -3.19139 0.105
H -4.88600 -0.48601 -2.58929 0.092
H -4.09873 -3.21207 -2.95667 0.104
H -4.15644 -2.95379 -1.21341 0.104
H -2.78715 -0.85183 -1.59478 0.089
H -1.96923 -2.39845 -1.75015 0.106
H -2.89956 -1.87954 -4.35354 0.106
H -1.23880 -1.75659 -3.84171 0.098
H -3.29478 0.44321 -4.24877 0.102
H -1.69280 0.27151 -4.91568 0.105
H -1.40006 0.52653 -2.02942 0.077
H -0.78163 1.55074 -3.31025 0.099
H -2.75674 2.91792 -3.29641 0.117
H -3.64571 1.72052 -2.31607 0.096
H -2.18947 2.15426 -0.39034 0.100
H -3.08069 3.56780 -0.92480 0.108
H -1.06069 4.58757 -0.59348 0.106
H -0.87841 4.13559 -2.28097 0.111
H 0.69613 2.35411 -1.69635 0.056
H 1.12025 3.81430 -0.82742 0.110
H -0.33740 2.91885 1.08592 0.112
H -0.15177 1.31922 0.35820 0.093
H 1.54413 2.74441 2.11922 0.072
H 2.45884 2.71603 0.63727 0.110
H 2.03115 0.68353 2.69884 0.085
H 1.49443 0.02815 1.16080 0.081
H 4.79153 -1.40000 1.10454 0.086
H 4.35426 -0.96903 2.73591 0.131
H 3.31565 -3.06643 1.44584 0.129
H 2.09523 -1.93010 0.95358 0.073
H 1.57721 -1.41521 3.34663 0.129
H 2.94941 -2.45236 3.84332 0.138
H 7.83106 2.42502 2.04631 0.052
H 6.45970 3.35654 2.65774 0.058
H 7.07146 1.93616 3.55714 0.085
```

---

# 5
Formula: C9H14
Source: OMol25
Level of theory: wB97M-V/def2-TZVPD

Calculated values
Energy above the lowest of the compared OMol25 structures with the same formula, charge and spin (kJ/mol): 292.4
Highest occupied orbital energy (eV): -8.63
E_LUMO (eV): 1.0439
Kohn-Sham gap (eV): 9.67
SMILES: Cc1ccccc1.CC
Molecular weight (g mol⁻¹): 122.21

```
23
Properties=species:S:1:pos:R:3:lowdin_charge:R:1
C 2.88876 -0.82066 -0.45405 -0.114
C 1.75049 -0.37442 0.28860 -0.324
C 0.51465 -0.15936 -0.31420 -0.034
C -0.55385 -0.23043 0.59720 -0.107
C -0.29930 -0.27970 1.96334 -0.093
C 1.00946 -0.26113 2.56975 -0.047
C 2.07252 -0.29551 1.65643 -0.046
H 3.89704 -0.53768 -0.09741 0.081
H 2.90825 -0.46814 -1.46599 0.061
H 3.05567 -1.98325 -0.62748 0.131
H 0.27858 -0.15949 -1.38581 0.108
H -1.54740 -0.51990 0.13880 0.114
H -1.19891 -0.20368 2.65167 0.111
H 1.20893 -0.05774 3.50365 0.039
H 3.09041 -0.32559 2.06759 0.117
C -2.50379 1.51422 -2.47017 -0.129
C -3.72719 0.59230 -2.28083 -0.140
H -2.56501 2.04964 -3.25516 -0.024
H -2.37132 2.18901 -1.54020 0.111
H -1.79066 0.67567 -2.65486 0.069
H -4.44480 1.31657 -2.35611 0.038
H -3.67057 -0.14132 -2.95046 0.021
H -3.76075 0.05403 -1.36463 0.055
```